(1)
This record from the Open Molecules 2025 dataset describes a molecular structure, C25H36AgAsBr2O8SSi. The level of theory is the ωB97M-V functional and the def2-TZVPD basis.

Summary:
Electronic energy (eV): -266528.013
Net charge: -2
LUMO level (Eh): 0.1502
ΔE to the lowest compared entry with this formula, charge and spin (kcal/mol): 0.5

Each line ends with the Mulliken charge.
Geometry (Å):
Ag 2.613 -2.248 -0.650  0.709
O -0.535 -2.116 -2.965  -0.580
As 0.858 -3.058 -3.626  0.875
O 0.159 -4.004 -4.785  -0.848
O 2.076 -3.348 -2.432  -0.775
C 1.397 -1.421 -4.810  -0.132
C 1.067 -1.643 -6.190  -0.413
C 1.368 -0.660 -7.114  -0.353
C 2.011 0.544 -6.678  -0.379
C 2.454 0.685 -5.390  -0.942
C 2.068 -0.273 -4.410  0.303
S 2.709 0.010 -2.684  1.165
O 1.697 -0.493 -1.691  0.126
O 2.887 1.444 -2.599  -0.752
O 3.895 -0.844 -2.666  -0.772
H -1.276 -2.115 -3.570  0.285
H 0.510 -2.543 -6.470  0.410
H 1.036 -0.677 -8.154  0.318
H 2.065 1.363 -7.397  0.314
H 3.005 1.528 -5.014  0.450
C -3.674 -0.091 -0.004  -2.022
C -2.730 1.012 -0.541  2.409
C -3.545 2.257 -0.839  -1.655
C -2.058 0.567 -1.817  -2.103
Si -1.408 1.386 0.807  -0.188
Br -0.146 -0.450 0.851  -0.209
C -0.152 2.809 0.264  2.493
C 0.071 2.934 -1.263  -1.634
C 1.269 2.543 0.819  -1.905
C -0.676 4.185 0.788  -1.914
C -2.127 1.507 2.671  1.954
C -2.686 0.186 3.241  -1.662
C -3.221 2.570 2.704  -1.694
C -0.987 1.914 3.637  -1.852
H -4.518 -0.211 -0.725  0.539
H -4.197 0.234 0.948  0.328
H -3.153 -1.054 0.122  0.305
H -4.318 2.082 -1.589  0.483
H -2.918 3.105 -1.142  0.223
H -4.075 2.532 0.078  0.338
H -2.842 0.129 -2.470  0.619
H -1.288 -0.179 -1.576  0.349
H -1.593 1.396 -2.401  0.192
H 0.254 1.939 -1.656  -0.040
H 0.963 3.559 -1.442  0.574
H -0.758 3.413 -1.745  0.331
H 1.789 1.692 0.351  0.155
H 1.219 2.444 1.900  0.323
H 1.874 3.407 0.604  0.630
H -1.524 4.468 0.187  0.341
H 0.104 4.932 0.682  0.510
H -0.921 4.105 1.857  0.307
H -3.500 -0.189 2.614  0.331
H -3.138 0.401 4.226  0.532
H -1.899 -0.594 3.197  0.243
H -4.021 2.310 2.023  0.301
H -2.803 3.530 2.383  0.295
H -3.645 2.753 3.725  0.458
H -0.171 1.214 3.552  0.321
H -1.419 1.925 4.649  0.576
H -0.588 2.927 3.416  0.302
Br 3.352 -0.985 4.351  -0.169
C 2.917 -2.849 4.354  -0.074
C 3.277 -3.513 5.539  -0.534
C 3.058 -4.882 5.655  -0.317
C 2.465 -5.607 4.641  -0.577
C 2.127 -4.960 3.473  -0.289
C 2.381 -3.602 3.273  0.167
C 2.157 -3.084 1.912  1.174
O 1.565 -3.833 1.079  -0.831
O 2.648 -1.945 1.572  -0.857
H 3.859 -2.951 6.283  0.314
H 3.331 -5.364 6.595  0.317
H 2.281 -6.655 4.823  0.361
H 1.672 -5.500 2.659  0.424

---

(2)
This record from the Open Molecules 2025 dataset describes 2 unconnected molecules or ions with the total composition C4H13N2OS. The level of theory is the ωB97M-V functional and the def2-TZVPD basis.

Summary:
Electronic energy (eV): -20222.321
Net charge: -1
LUMO level (Eh): 0.1226
ΔE to the lowest compared entry with this formula, charge and spin (kcal/mol): 14.1

Each line ends with the natural charge from an NBO analysis.
Geometry (Å):
C 1.395 -1.120 -0.367  -0.239
N 0.577 0.041 0.013  -0.681
C -0.820 -0.333 0.421  -0.228
C -1.868 0.164 -0.558  -0.538
S -3.556 -0.011 0.153  -0.720
C 2.739 -0.682 -0.989  -0.225
N 2.788 0.555 -1.761  -0.842
H 0.881 -1.735 -1.110  0.164
H 1.642 -1.608 0.574  0.193
H 0.565 0.742 -0.716  0.351
H -0.870 -1.421 0.499  0.184
H -1.003 0.119 1.394  0.179
H -1.637 1.204 -0.812  0.165
H -1.860 -0.446 -1.468  0.179
H 3.572 -0.637 -0.289  0.183
H 3.086 -1.470 -1.662  0.176
H 2.815 1.367 -1.151  0.357
H 1.997 0.667 -2.379  0.351
H 0.585 1.159 2.709  0.474
H 1.737 0.739 1.794  0.489
O 1.549 1.165 2.647  -0.974

---

(3)
This record from the Open Molecules 2025 dataset describes 2 unconnected molecules or ions with the total composition C4H12. The level of theory is the ωB97M-V functional and the def2-TZVPD basis.

Summary:
SMILES: CC.CC
Electronic energy (eV): -4342.192
LUMO level (Eh): 0.0423
ΔE to the lowest compared entry with this formula, charge and spin (kcal/mol): 7.8

Each line ends with the natural charge from an NBO analysis.
Geometry (Å):
C 1.226 1.306 -0.772  -0.620
C 1.730 1.607 0.631  -0.620
H 0.531 0.458 -0.749  0.205
H 0.722 2.122 -1.278  0.209
H 1.988 0.901 -1.441  0.206
H 2.823 1.576 0.606  0.205
H 1.403 0.975 1.444  0.208
H 1.504 2.637 0.908  0.206
C -0.863 -1.930 -0.027  -0.614
C -2.094 -1.020 0.215  -0.612
H -0.652 -1.918 -1.097  0.204
H -0.019 -1.489 0.487  0.205
H -1.091 -2.951 0.259  0.209
H -3.019 -1.590 0.268  0.204
H -2.227 -0.265 -0.566  0.202
H -1.964 -0.421 1.114  0.202

---

(4)
This record from the Open Molecules 2025 dataset describes a single C17H19N3O2S molecule. The level of theory is the ωB97M-V functional and the def2-TZVPD basis.

Summary:
SMILES: CCCn1cc(SCC(=O)Nc2cc(C)on2)c2ccccc21
Electronic energy (eV): -37337.856
LUMO level (Eh): 0.0270
ΔE to the lowest compared entry with this formula, charge and spin (kcal/mol): 43.9

Each line ends with the natural charge from an NBO analysis.
Geometry (Å):
C -1.105 -2.624 0.494  -0.620
C -0.764 -2.029 1.854  -0.401
C 0.749 -1.939 2.094  -0.201
N 1.370 -0.884 1.336  -0.346
C 1.441 0.411 1.747  0.009
C 2.096 1.171 0.817  -0.309
S 2.446 2.888 0.975  0.268
C 1.434 3.576 -0.403  -0.614
C 0.002 3.138 -0.232  0.679
O -0.827 3.776 0.372  -0.596
N -0.251 1.922 -0.812  -0.618
C -1.447 1.246 -0.762  0.313
C -2.668 1.625 -0.145  -0.379
C -3.502 0.581 -0.424  0.339
C -4.921 0.325 -0.084  -0.660
O -2.838 -0.341 -1.142  -0.280
N -1.562 0.076 -1.348  -0.189
C 2.458 0.297 -0.252  -0.054
C 3.134 0.472 -1.459  -0.232
C 3.304 -0.620 -2.280  -0.227
C 2.817 -1.878 -1.918  -0.211
C 2.153 -2.080 -0.728  -0.227
C 1.969 -0.984 0.109  0.130
H -2.183 -2.678 0.366  0.216
H -0.703 -2.013 -0.310  0.233
H -0.702 -3.631 0.408  0.194
H -1.193 -1.028 1.938  0.205
H -1.198 -2.647 2.643  0.203
H 0.938 -1.745 3.154  0.208
H 1.224 -2.887 1.828  0.206
H 1.038 0.720 2.692  0.225
H 1.513 4.656 -0.289  0.257
H 1.863 3.254 -1.350  0.221
H 0.491 1.424 -1.288  0.428
H -2.861 2.523 0.400  0.265
H -5.014 -0.614 0.459  0.232
H -5.305 1.136 0.526  0.235
H -5.515 0.245 -0.994  0.235
H 3.531 1.439 -1.729  0.218
H 3.827 -0.508 -3.218  0.214
H 2.970 -2.712 -2.587  0.215
H 1.787 -3.059 -0.461  0.217

---

(5)
This record from the Open Molecules 2025 dataset describes a molecular structure, C2H2FHgO. The level of theory is the ωB97M-V functional and the def2-TZVPD basis.

Summary:
<S²>: 2.006
2S+1: 3
Electronic energy (eV): -11033.635
Net charge: +1
LUMO level (alpha / beta) (Eh): -0.1760 / -0.3070
ΔE to the lowest compared entry with this formula, charge and spin (kcal/mol): 36.7

Each line ends with the natural charge from an NBO analysis.
Geometry (Å):
O 0.753 -0.413 0.499  -0.669
C -0.335 0.206 0.794  0.117
C -0.323 0.797 -0.500  0.461
H -1.227 -0.278 1.216  0.207
F -1.303 0.517 -1.334  -0.251
H 0.408 1.515 -0.873  0.215
Hg 2.026 -2.345 0.197  0.921

---

(6)
This record from the Open Molecules 2025 dataset describes a single C5H7NO molecule. The level of theory is the ωB97M-V functional and the def2-TZVPD basis.

Summary:
SMILES: C=C=C(N)C(C)=O
Electronic energy (eV): -8833.053
LUMO level (Eh): 0.0246
ΔE to the lowest compared entry with this formula, charge and spin (kcal/mol): 72.6

Each line ends with the natural charge from an NBO analysis.
Geometry (Å):
C 2.325 -0.246 0.096  -0.233
C 1.564 0.843 0.168  -0.083
C 0.245 0.807 -0.008  -0.062
N -0.610 1.843 -0.429  -0.819
C -0.225 -0.617 0.109  0.545
C -1.668 -1.024 0.061  -0.706
O 0.594 -1.519 0.270  -0.545
H 2.473 -0.505 -0.947  0.216
H 2.911 -0.779 0.840  0.221
H -0.107 2.723 -0.455  0.384
H -1.473 1.944 0.086  0.368
H -2.294 -0.361 -0.538  0.226
H -1.688 -2.039 -0.342  0.246
H -2.048 -1.070 1.088  0.243